No. 1
This record from OMol25 describes a molecular structure, C42H30As2BrF4O6PPdS. The level of theory is the ωB97M-V functional and the def2-TZVPD basis.

Calculated values
strongest force on any atom	2.39	eV/Å
energy	-282518.3329	eV
gap between HOMO and LUMO	7.182	eV
HOMO level	-8.66	eV
energy relative to the best compared isomer or geometry (same formula, charge and spin)	35.86	kcal per mole

```
! RIJCOSX wB97M-V def2-TZVPD def2/J DEFGRID3
* xyz 0 1
Pd -0.82479 -0.92527 0.02284
O -4.45056 1.45732 1.78865
As -3.62698 0.09840 0.97622
O -2.05136 0.12105 1.57678
O -3.67604 0.35042 -0.62822
C -4.55335 -1.34710 1.88082
C -5.73380 -1.06909 2.55351
C -6.35904 -2.05269 3.31012
C -5.79859 -3.31161 3.41193
C -4.61727 -3.59961 2.73893
C -3.99981 -2.61957 1.98417
S -2.60022 -3.08052 0.97367
O -1.32707 -2.63856 1.59433
O -2.69065 -4.50008 0.76658
O -2.82313 -2.23944 -0.21050
H -3.76388 2.02572 2.15518
H -6.15900 -0.07711 2.49214
H -7.28590 -1.82741 3.82165
H -6.28508 -4.07817 3.99945
H -4.18291 -4.58826 2.76775
F 2.58318 -7.28626 -0.37889
C 2.30812 -5.98755 -0.39110
C 3.17208 -5.08888 0.20820
F 4.28988 -5.52269 0.78746
C 2.88139 -3.73309 0.18217
F 3.81479 -2.93717 0.71874
C 1.71962 -3.22791 -0.40562
P 1.31911 -1.42069 -0.41274
C 2.26462 -0.78624 0.98850
C 1.81438 -1.24225 2.23017
C 2.44514 -0.82440 3.38593
C 3.50561 0.07099 3.31375
C 3.94044 0.53676 2.08360
C 3.32781 0.10429 0.91614
C 2.02664 -0.99532 -2.02736
C 3.40064 -1.05325 -2.26503
C 3.88670 -0.88308 -3.54952
C 3.00654 -0.69839 -4.60932
C 1.64095 -0.67151 -4.38160
C 1.15135 -0.80800 -3.09228
C 0.88439 -4.15751 -1.04726
Br -0.65146 -3.63295 -1.97093
C 1.17300 -5.51315 -1.03190
F 0.38275 -6.39000 -1.63990
H 0.95871 -1.91224 2.28787
H 2.10176 -1.18734 4.34491
H 3.98896 0.40915 4.21944
H 4.76249 1.23679 2.02770
H 3.68301 0.46331 -0.03976
H 4.09054 -1.25292 -1.45606
H 4.95238 -0.91440 -3.72716
H 3.38930 -0.58488 -5.61444
H 0.95272 -0.54157 -5.20539
H 0.08013 -0.77800 -2.90695
C 3.40127 3.16369 -2.82186
C 2.29122 2.70249 -3.51236
C 1.20674 2.18518 -2.82337
C 1.21489 2.11526 -1.43165
C 2.33235 2.58700 -0.74725
C 3.41713 3.10751 -1.43873
As -0.34439 1.45144 -0.43027
C -1.79128 2.38147 -1.31222
C -2.13996 2.00438 -2.60353
C -3.17283 2.64864 -3.25789
C -3.87515 3.65900 -2.61927
C -3.55449 4.00728 -1.31965
C -2.51792 3.36575 -0.65897
C -0.02069 2.40175 1.22932
C 0.15198 1.72855 2.42961
C 0.47624 2.43785 3.57914
C 0.61342 3.81572 3.53549
C 0.43708 4.49213 2.33606
C 0.13046 3.78763 1.18363
H 4.24470 3.57532 -3.36028
H 2.26429 2.74569 -4.59304
H 0.34966 1.84772 -3.38798
H 2.36468 2.55875 0.33407
H 4.27187 3.47635 -0.88806
H -1.65595 1.16162 -3.08311
H -3.44792 2.34250 -4.25682
H -4.68957 4.15572 -3.12731
H -4.12520 4.76544 -0.80337
H -2.30346 3.62183 0.37058
H -0.00077 0.65825 2.47606
H 0.60688 1.90635 4.51213
H 0.85690 4.36585 4.43451
H 0.54411 5.56781 2.29461
H 0.02550 4.32000 0.24443
*
```


No. 2
This record from OMol25 describes 7 unconnected molecules or ions with the total composition C30H34N7O13. The level of theory is the ωB97M-V functional and the def2-TZVPD basis.

Calculated values
strongest force on any atom	11.64	eV/Å
energy	-68678.5340	eV
gap between HOMO and LUMO	6.588	eV
HOMO level	-6.15	eV
energy relative to the best compared isomer or geometry (same formula, charge and spin)	55.80	kcal per mole

```
! RIJCOSX wB97M-V def2-TZVPD def2/J DEFGRID3
* xyz -1 1
N 0.23312 1.14223 0.13387
O -0.96688 1.27723 0.62987
O 0.59912 0.12023 -0.40213
O 0.84412 2.22723 -0.25913
C 1.13012 -4.37777 -0.15913
C 1.15112 -5.47777 0.89787
C 0.00112 -5.45477 2.08187
C -0.97388 -4.23977 2.08587
C -0.62488 -3.08077 1.29187
C 0.36612 -3.15777 0.15187
N -1.90888 -4.18377 3.15487
O -2.94888 -3.37277 3.03987
O -1.67088 -4.83477 4.18287
H 1.61412 -4.51077 -1.06113
H 1.68912 -6.35177 0.73787
H 0.07812 -6.38677 2.68187
H -1.42588 -2.23977 1.46487
H 0.40112 -2.43277 -0.50213
C 3.01312 -2.61977 -3.92913
C 4.39912 -2.68777 -4.52013
C 5.50612 -1.85977 -3.68013
C 5.09412 -0.80277 -2.67213
C 3.72412 -1.05877 -2.01713
C 2.67512 -1.90377 -2.82913
N 6.14212 -0.02277 -1.98013
O 7.33312 -0.01177 -2.40613
O 5.81812 0.54723 -0.91213
H 2.27812 -2.97377 -4.48313
H 4.49312 -3.31077 -5.40513
H 6.45712 -1.66377 -3.93713
H 3.29512 -0.53477 -1.22913
H 1.63212 -2.05477 -2.39413
C -1.59688 -1.23177 -4.39413
C -1.89788 -1.41477 -2.87613
C -2.57188 -2.67977 -2.45213
C -3.10288 -3.68377 -3.49113
C -2.56388 -3.52977 -4.88713
C -1.85388 -2.20077 -5.37813
N -3.80988 -4.90577 -3.16613
O -4.68488 -4.79077 -2.14413
O -3.58988 -5.95577 -3.81313
H -1.04788 -0.23177 -4.72113
H -1.53188 -0.68477 -2.06013
H -2.83788 -2.68577 -1.26713
H -2.83188 -4.24477 -5.53113
H -1.69988 -2.04877 -6.46213
C 5.99012 2.63423 2.21387
C 4.66812 2.74723 1.46087
C 3.49312 3.51923 2.04787
C 3.84612 4.31923 3.24187
C 5.15912 4.21223 4.02287
C 6.23512 3.30823 3.41987
N 2.61612 4.92223 4.00587
O 2.79112 5.39423 5.15187
O 1.53812 4.97323 3.34087
H 6.68612 2.14823 1.84687
H 4.40412 2.16823 0.57487
H 2.46612 3.63323 1.59887
H 5.18112 4.73523 4.92087
H 7.30012 2.98723 4.04887
C -2.85388 4.23923 1.55787
O -4.01288 4.31923 2.15787
N -2.15488 5.41823 1.34387
C -0.87288 5.34123 0.59887
C -2.59888 6.72423 1.78687
H -2.35788 3.39123 1.20887
H -0.02388 5.68723 1.13987
H -1.05688 5.79623 -0.20813
H -0.49588 4.40423 0.19987
H -2.31588 7.65223 1.38387
H -1.86788 6.74723 2.61687
H -3.73688 6.71323 1.83787
C -4.09488 -1.19977 1.02587
O -4.53088 -2.31977 0.49387
N -5.06788 -0.21677 1.37087
C -4.62788 1.11823 1.63187
C -6.41188 -0.52977 1.70887
H -3.20688 -0.66477 0.98087
H -4.97788 1.29323 2.64487
H -4.96788 1.59523 0.69787
H -3.53188 1.27723 1.63787
H -6.83788 -1.40777 1.09887
H -7.14288 0.50023 1.44587
H -6.45388 -0.99977 2.62887
*
```


Which value of strongest force on any atom does entry 2 give?
11.64 eV/Å


Which of these has the highest HOMO level?
C30H34N7O13


What is the formula in the first record?
C42H30As2BrF4O6PPdS


Look up the gap between HOMO and LUMO of the first one.
7.182 eV